# 1
The following is a quantum chemistry calculation of a 6-piece molecular cluster, C12H40ClNO20P4 overall in a non-equilibrium geometry, from the Open Molecules 2025 dataset.

Values from the calculation:
**Gap between HOMO and LUMO**: 0.2255 Eh
**Spin multiplicity**: 1
**Lowest unoccupied orbital energy**: -1.40 eV

Bonds (Å) are listed after each position.
Geometry (Å):
1 N 0.171 -0.540 0.699  H2 1.010, H3 1.010, H4 1.010, H5 1.010
2 H -0.492 -1.030 1.283  N1 1.010
3 H -0.288 0.060 0.029  N1 1.010
4 H 0.731 -1.202 0.181  N1 1.010
5 H 0.774 0.072 1.230  N1 1.010
6 Cl 1.449 -6.039 -0.696  O7 1.440, O8 1.464, O9 1.421, O10 1.440
7 O 0.393 -5.501 -1.514  Cl6 1.440
8 O 2.481 -5.001 -0.650  Cl6 1.464
9 O 0.979 -6.233 0.631  Cl6 1.421
10 O 1.978 -7.250 -1.268  Cl6 1.440
11 C 6.562 4.140 -2.147  O12 1.431, H19 1.090, H20 1.090, H21 1.090
12 O 6.233 3.460 -3.362  C11 1.431, P13 1.638
13 P 4.650 3.085 -3.555  O12 1.638, O14 1.486, O15 1.660, O17 1.618
14 O 3.862 2.995 -2.298  P13 1.486
15 O 4.054 4.249 -4.577  P13 1.660, C16 1.387
16 C 4.742 4.837 -5.629  O15 1.387, H22 1.090, H23 1.090, H24 1.090
17 O 4.703 1.723 -4.426  P13 1.618, C18 1.397
18 C 3.597 1.396 -5.215  O17 1.397, H25 1.090, H26 1.090, H27 1.090
19 H 7.628 4.081 -1.926  C11 1.090
20 H 5.973 3.845 -1.279  C11 1.090
21 H 6.280 5.182 -2.299  C11 1.090
22 H 4.380 5.836 -5.873  C16 1.090
23 H 4.469 4.227 -6.490  C16 1.090
24 H 5.817 4.939 -5.476  C16 1.090
25 H 2.668 1.327 -4.650  C18 1.090
26 H 3.834 0.426 -5.651  C18 1.090
27 H 3.387 2.140 -5.984  C18 1.090
28 C -3.041 3.920 -5.896  O29 1.401, H36 1.090, H37 1.090, H38 1.090
29 O -4.300 3.495 -5.453  C28 1.401, P30 1.636
30 P -4.395 2.089 -4.620  O29 1.636, O31 1.479, O32 1.652, O34 1.635
31 O -3.298 1.953 -3.638  P30 1.479
32 O -5.918 2.155 -3.981  P30 1.652, C33 1.377
33 C -7.001 2.350 -4.807  O32 1.377, H39 1.090, H40 1.090, H41 1.090
34 O -4.562 0.905 -5.735  P30 1.635, C35 1.435
35 C -4.855 -0.431 -5.303  O34 1.435, H42 1.090, H43 1.090, H44 1.090
36 H -3.060 4.718 -6.639  C28 1.090
37 H -2.418 3.081 -6.204  C28 1.090
38 H -2.564 4.283 -4.986  C28 1.090
39 H -7.586 1.430 -4.827  C33 1.090
40 H -6.636 2.651 -5.789  C33 1.090
41 H -7.550 3.199 -4.400  C33 1.090
42 H -4.625 -1.192 -6.048  C35 1.090
43 H -5.889 -0.593 -4.996  C35 1.090
44 H -4.251 -0.585 -4.408  C35 1.090
45 C -7.204 -2.629 5.497  O46 1.456, H53 1.090, H54 1.090, H55 1.090
46 O -7.304 -2.778 4.052  C45 1.456, P47 1.625
47 P -6.095 -3.387 3.154  O46 1.625, O48 1.513, O49 1.598, O51 1.643
48 O -4.746 -2.806 3.517  P47 1.513
49 O -6.254 -4.964 3.357  P47 1.598, C50 1.429
50 C -5.740 -5.680 4.481  O49 1.429, H56 1.090, H57 1.090, H58 1.090
51 O -6.601 -3.164 1.606  P47 1.643, C52 1.415
52 C -7.730 -3.854 1.104  O51 1.415, H59 1.090, H60 1.090, H61 1.090
53 H -7.519 -1.617 5.754  C45 1.090
54 H -6.189 -2.828 5.841  C45 1.090
55 H -7.894 -3.302 6.006  C45 1.090
56 H -4.979 -5.131 5.035  C50 1.090
57 H -5.203 -6.556 4.116  C50 1.090
58 H -6.549 -5.967 5.153  C50 1.090
59 H -8.535 -3.218 0.734  C52 1.090
60 H -8.177 -4.563 1.800  C52 1.090
61 H -7.381 -4.407 0.232  C52 1.090
62 C 7.889 0.256 4.411  O63 1.377, H70 1.090, H71 1.090, H72 1.090
63 O 6.577 0.412 4.024  C62 1.377, P64 1.651
64 P 5.443 0.867 5.135  O63 1.651, O65 1.465, O66 1.609, O68 1.631
65 O 4.065 1.085 4.687  P64 1.465
66 O 5.660 -0.239 6.283  P64 1.609, C67 1.430
67 C 5.196 -1.564 6.011  O66 1.430, H73 1.090, H74 1.090, H75 1.090
68 O 6.215 2.187 5.705  P64 1.631, C69 1.436
69 C 6.024 2.510 7.091  O68 1.436, H76 1.090, H77 1.090, H78 1.090
70 H 8.602 0.889 3.882  C62 1.090
71 H 8.211 -0.765 4.208  C62 1.090
72 H 8.054 0.432 5.474  C62 1.090
73 H 4.771 -1.722 5.020  C67 1.090
74 H 4.452 -1.862 6.750  C67 1.090
75 H 6.066 -2.211 6.116  C67 1.090
76 H 5.871 3.578 7.240  C69 1.090
77 H 6.869 2.229 7.719  C69 1.090
78 H 5.071 2.115 7.444  C69 1.090

---

# 2
The following is a quantum chemistry calculation of a 8-piece molecular cluster, C12H40N12O8 overall in a non-equilibrium geometry, from the Open Molecules 2025 dataset.

Values from the calculation:
**Gap between HOMO and LUMO**: 0.3613 Eh
**SMILES**: NC(N)=O.NC(N)=O.NC(N)=O.NC(N)=O.NC(N)=O.NC(N)=O.CC(C)O.CC(C)O
**Spin multiplicity**: 1
**Lowest unoccupied orbital energy**: 0.47 eV

Bonds (Å) are listed after each position.
Geometry (Å):
1 N 0.361 4.420 0.754  C2 1.415, H5 0.993, H6 1.006
2 C 0.056 3.711 -0.433  N1 1.415, N3 1.395, O4 1.214
3 N 1.076 2.845 -0.829  C2 1.395, H7 1.026, H8 0.999
4 O -0.963 3.863 -1.074  C2 1.214
5 H -0.355 4.926 1.220  N1 0.993
6 H 1.015 4.067 1.432  N1 1.006
7 H 1.060 2.580 -1.820  N3 1.026
8 H 1.963 3.031 -0.410  N3 0.999
9 N 3.150 1.345 -4.945  C10 1.406, H13 1.014, H14 1.023
10 C 4.031 1.391 -3.851  N9 1.406, N11 1.392, O12 1.269
11 N 3.312 1.418 -2.659  C10 1.392, H15 1.022, H16 0.999
12 O 5.292 1.253 -3.832  C10 1.269
13 H 3.475 1.517 -5.890  N9 1.014
14 H 2.165 1.594 -4.825  N9 1.023
15 H 3.750 1.481 -1.738  N11 1.022
16 H 2.321 1.454 -2.783  N11 0.999
17 N -1.122 3.322 -4.110  C18 1.313, H21 0.981, H22 1.009
18 C -0.571 2.244 -3.603  N17 1.313, N19 1.354, O20 1.255
19 N -1.451 1.625 -2.780  C18 1.354, H23 0.999, H24 1.009
20 O 0.612 1.850 -3.748  C18 1.255
21 H -1.863 3.756 -3.637  N17 0.981
22 H -0.677 3.802 -4.878  N17 1.009
23 H -2.254 2.086 -2.406  N19 0.999
24 H -1.125 0.801 -2.296  N19 1.009
25 N 3.360 -2.247 -3.267  C26 1.317, H29 0.991, H30 0.997
26 C 2.713 -1.719 -2.248  N25 1.317, N27 1.341, O28 1.230
27 N 1.558 -1.191 -2.677  C26 1.341, H31 1.000, H32 1.062
28 O 2.993 -1.915 -1.066  C26 1.230
29 H 3.509 -1.824 -4.151  N25 0.991
30 H 4.301 -2.496 -3.051  N25 0.997
31 H 1.318 -1.053 -3.638  N27 1.000
32 H 0.752 -0.984 -2.016  N27 1.062
33 N 3.504 -3.583 1.479  C34 1.365, H37 0.979, H38 1.014
34 C 2.224 -3.713 1.933  N33 1.365, N35 1.399, O36 1.261
35 N 1.238 -3.902 0.958  C34 1.399, H39 0.989, H40 0.980
36 O 1.873 -3.601 3.139  C34 1.261
37 H 4.207 -3.359 2.122  N33 0.979
38 H 3.718 -3.407 0.504  N33 1.014
39 H 0.292 -3.867 1.241  N35 0.989
40 H 1.364 -3.710 0.005  N35 0.980
41 N -1.283 -0.282 1.334  C42 1.366, H45 1.017, H46 1.030
42 C -0.422 -0.525 0.301  N41 1.366, N43 1.310, O44 1.271
43 N 0.782 -0.928 0.624  C42 1.310, H47 1.004, H48 0.989
44 O -0.779 -0.322 -0.902  C42 1.271
45 H -1.322 -0.752 2.234  N41 1.017
46 H -2.168 0.020 0.900  N41 1.030
47 H 1.105 -0.891 1.574  N43 1.004
48 H 1.364 -1.242 -0.111  N43 0.989
49 C -5.622 1.216 -0.248  C50 1.558, H53 1.115, H54 1.101, H55 1.072
50 C -5.022 -0.035 0.460  C49 1.558, C51 1.533, O52 1.405, H56 1.092
51 C -4.299 -0.890 -0.586  C50 1.533, H57 1.084, H58 1.097, H59 1.126
52 O -4.130 0.302 1.492  C50 1.405, H60 0.948
53 H -6.295 1.759 0.455  C49 1.115
54 H -6.200 1.015 -1.163  C49 1.101
55 H -4.849 1.894 -0.551  C49 1.072
56 H -5.901 -0.572 0.822  C50 1.092
57 H -3.271 -0.564 -0.694  C51 1.084
58 H -4.753 -0.851 -1.584  C51 1.097
59 H -4.169 -1.951 -0.230  C51 1.126
60 H -4.440 0.956 2.104  O52 0.948
61 C 1.016 -0.586 5.501  C62 1.536, H65 1.088, H66 1.101, H67 1.078
62 C -0.007 -1.689 5.193  C61 1.536, C63 1.519, O64 1.443, H68 1.082
63 C -1.353 -1.226 5.723  C62 1.519, H69 1.098, H70 1.089, H71 1.109
64 O 0.031 -1.972 3.779  C62 1.443, H72 0.991
65 H 0.746 0.394 5.113  C61 1.088
66 H 2.023 -0.885 5.169  C61 1.101
67 H 1.099 -0.488 6.571  C61 1.078
68 H 0.370 -2.604 5.633  C62 1.082
69 H -1.206 -0.885 6.756  C63 1.098
70 H -2.067 -2.026 5.532  C63 1.089
71 H -1.608 -0.352 5.091  C63 1.109
72 H 0.447 -2.851 3.583  O64 0.991

---

# 3
The following is a quantum chemistry calculation of a 8-piece molecular cluster, C12H40N4O13 overall in a non-equilibrium geometry, from the Open Molecules 2025 dataset.

Values from the calculation:
**Gap between HOMO and LUMO**: 0.3304 Eh
**SMILES**: NC(N)=O.NC(N)=O.OCCO.OCCO.OCCO.OCCO.OCCO.O
**Spin multiplicity**: 1
**Lowest unoccupied orbital energy**: -0.13 eV

Bonds (Å) are listed after each position.
Geometry (Å):
1 N -2.668 1.093 -0.420  C2 1.361, H5 1.002, H6 1.012
2 C -3.404 2.237 -0.363  N1 1.361, N3 1.372, O4 1.226
3 N -2.691 3.377 -0.092  C2 1.372, H7 1.002, H8 1.002
4 O -4.611 2.271 -0.570  C2 1.226
5 H -3.123 0.233 -0.658  N1 1.002
6 H -1.656 1.114 -0.394  N1 1.012
7 H -1.716 3.374 0.142  N3 1.002
8 H -3.168 4.257 -0.065  N3 1.002
9 N 2.682 0.511 2.620  C10 1.358, H13 1.004, H14 1.002
10 C 2.099 -0.703 2.440  N9 1.358, N11 1.367, O12 1.226
11 N 2.080 -1.526 3.532  C10 1.367, H15 1.001, H16 1.004
12 O 1.656 -1.093 1.365  C10 1.226
13 H 3.222 0.729 3.438  N9 1.004
14 H 2.702 1.166 1.862  N9 1.002
15 H 1.718 -2.457 3.463  N11 1.001
16 H 2.405 -1.187 4.419  N11 1.004
17 O 0.072 4.330 2.899  C18 1.419, H21 0.962
18 C 0.221 2.921 2.811  O17 1.419, C19 1.510, H22 1.090, H23 1.094
19 C -0.920 2.182 3.468  C18 1.510, O20 1.422, H24 1.095, H25 1.093
20 O -0.800 2.324 4.878  C19 1.422, H26 0.960
21 H 0.247 4.604 3.804  O17 0.962
22 H 0.200 2.682 1.748  C18 1.090
23 H 1.149 2.599 3.293  C18 1.094
24 H -0.887 1.135 3.150  C19 1.095
25 H -1.838 2.679 3.141  C19 1.093
26 H -1.655 2.149 5.278  O20 0.960
27 O 0.891 2.423 -3.079  C28 1.415, H31 0.960
28 C 2.225 2.081 -2.751  O27 1.415, C29 1.517, H32 1.096, H33 1.093
29 C 2.621 0.693 -3.218  C28 1.517, O30 1.437, H34 1.091, H35 1.094
30 O 1.879 -0.294 -2.482  C29 1.437, H36 0.961
31 H 0.871 2.902 -3.910  O27 0.960
32 H 2.899 2.783 -3.257  C28 1.096
33 H 2.364 2.113 -1.668  C28 1.093
34 H 3.694 0.556 -3.078  C29 1.091
35 H 2.356 0.561 -4.272  C29 1.094
36 H 2.480 -0.946 -2.111  O30 0.961
37 O -2.071 0.276 -5.503  C38 1.463, H41 0.964
38 C -0.621 0.213 -5.321  O37 1.463, C39 1.503, H42 1.091, H43 1.093
39 C -0.293 -0.859 -4.320  C38 1.503, O40 1.393, H44 1.101, H45 1.096
40 O -0.753 -0.535 -3.045  C39 1.393, H46 0.964
41 H -2.423 0.401 -4.613  O37 0.964
42 H -0.288 -0.042 -6.328  C38 1.091
43 H -0.277 1.215 -5.055  C38 1.093
44 H 0.770 -1.136 -4.388  C39 1.101
45 H -0.765 -1.776 -4.689  C39 1.096
46 H -0.040 -0.213 -2.482  O40 0.964
47 O -2.810 -2.282 1.676  C48 1.413, H51 0.963
48 C -1.572 -2.388 2.349  O47 1.413, C49 1.502, H52 1.097, H53 1.097
49 C -1.542 -1.766 3.716  C48 1.502, O50 1.424, H54 1.096, H55 1.095
50 O -2.490 -2.385 4.579  C49 1.424, H56 0.960
51 H -3.425 -1.855 2.281  O47 0.963
52 H -1.233 -3.426 2.456  C48 1.097
53 H -0.790 -1.863 1.787  C48 1.097
54 H -1.729 -0.687 3.665  C49 1.096
55 H -0.544 -1.952 4.126  C49 1.095
56 H -2.415 -1.970 5.442  O50 0.960
57 O 2.127 -4.533 -1.480  C58 1.451, H61 0.961
58 C 1.809 -3.144 -1.205  O57 1.451, C59 1.499, H62 1.094, H63 1.091
59 C 0.390 -2.978 -0.754  C58 1.499, O60 1.407, H64 1.096, H65 1.097
60 O -0.483 -3.395 -1.775  C59 1.407, H66 0.960
61 H 2.282 -4.981 -0.643  O57 0.961
62 H 2.507 -2.776 -0.447  C58 1.094
63 H 2.041 -2.693 -2.171  C58 1.091
64 H 0.197 -1.911 -0.595  C59 1.096
65 H 0.270 -3.483 0.212  C59 1.097
66 H -1.262 -2.834 -1.800  O60 0.960
67 O 0.280 0.775 -0.190  H68 0.980, H69 0.964
68 H 0.813 0.017 0.128  O67 0.980
69 H 0.744 1.091 -0.974  O67 0.964

---

Energy relative to the best compared isomer or geometry (same formula, charge and spin) values, unit kJ/mol, following the record order: 168.9, 25.3, 23.4.